DFT (the ωB97M-V functional and the def2-TZVPD basis) results for C11H21N5O5 in the gas phase in a non-equilibrium geometry.

Each line ends with the Löwdin charge.
Positions of all 42 atoms, in Å:
H -3.669 -2.979 1.153  0.0294
N -3.666 -1.973 1.234  0.1050
C -3.348 -1.337 0.168  -0.6522
N -3.125 -2.034 -1.015  0.0764
N -3.634 -0.017 0.031  0.0173
C -3.204 0.808 -1.150  -0.1522
C -2.433 2.116 -0.690  -0.1513
C -0.943 1.988 -0.883  -0.1414
C 0.016 1.236 0.085  -0.2196
N -0.401 -0.133 0.197  0.1148
C 0.317 -0.986 0.973  -0.5172
O -0.117 -1.992 1.313  0.1629
C 1.778 -0.616 0.822  -0.3638
N 2.510 -1.333 1.762  0.0623
C 2.208 -0.997 -0.608  -0.1563
C 3.660 -1.170 -0.821  -0.1309
C 4.505 0.074 -0.527  -0.5590
O 4.304 1.186 -0.687  0.1692
O 5.635 -0.326 0.179  0.0158
C -0.212 1.881 1.440  -0.4958
O -0.835 1.338 2.340  0.1260
O 0.272 3.110 1.405  0.1228
H -2.613 -2.948 -0.822  0.1278
H -4.076 -2.026 -1.415  0.1141
H -3.962 0.540 0.855  0.1573
H -4.084 0.999 -1.794  0.1156
H -2.626 0.048 -1.613  0.0728
H -2.825 2.827 -1.343  0.0778
H -2.829 2.493 0.303  0.1351
H -0.835 1.638 -1.877  0.1004
H -0.457 2.983 -1.189  0.1460
H 1.063 1.115 -0.285  0.1364
H -1.402 -0.258 0.227  0.1007
H 2.089 0.415 0.899  0.1274
H 1.864 -1.654 2.473  0.0774
H 2.724 -2.334 1.340  0.1425
H 1.815 -1.934 -1.014  0.1304
H 1.794 -0.364 -1.478  0.1544
H 3.846 -1.345 -1.858  0.1177
H 4.245 -2.008 -0.295  0.1460
H 6.411 0.342 -0.108  0.1845
H 0.236 3.622 2.272  0.1734

Output
LUMO   0.533 eV
HOMO level   -8.44 eV
Energy relative to the best compared isomer or geometry (same formula, charge and spin)   442.06 kJ/mol
SMILES   [H]/N=C(\N)NCCC[C@H](NC(=O)[C@@H](N)CCC(=O)O)C(=O)O
HOMO-LUMO gap   9.0 eV